Entry 1:
C51H51F7N8O8S2SiTc | the ωB97M-V functional and the def2-TZVPD basis

Geometry as XYZ:
```
129
Properties=species:S:1:pos:R:3:lowdin_spin:R:1
Tc 0.471 -1.123 -0.114 0.92
F 7.046 0.287 -1.696 0.00
C 5.940 0.576 -2.408 0.00
C 4.731 0.271 -1.859 0.00
C 3.556 0.635 -2.517 0.00
C 2.276 0.392 -1.897 0.00
O 2.202 -0.375 -0.916 0.03
C 1.162 1.090 -2.450 0.00
C 1.301 1.707 -3.653 0.00
N 2.454 1.735 -4.349 0.00
C 2.466 2.298 -5.686 0.00
C 1.391 1.875 -6.638 0.00
C 2.790 1.374 -6.824 0.00
C 3.635 1.303 -3.743 0.00
C 4.885 1.533 -4.324 0.00
C 6.063 1.193 -3.667 0.00
N 7.305 1.429 -4.283 0.00
C 8.560 0.861 -3.781 0.00
C 9.603 0.919 -4.915 0.00
N 8.867 0.902 -6.222 0.00
C 8.128 2.198 -6.433 0.00
C 7.544 2.625 -5.077 0.00
C -0.108 1.331 -1.716 0.00
O -1.099 1.717 -2.273 0.00
O -0.049 1.117 -0.372 0.00
H 4.671 -0.195 -0.881 0.00
H 0.461 2.231 -4.093 0.00
H 2.814 3.322 -5.733 0.00
H 1.009 2.615 -7.327 0.00
H 0.651 1.171 -6.282 0.00
H 3.377 1.755 -7.650 0.00
H 2.985 0.339 -6.573 0.00
H 4.932 2.003 -5.296 0.00
H 8.391 -0.171 -3.492 0.00
H 8.954 1.395 -2.914 0.00
H 10.273 0.066 -4.862 0.00
H 10.200 1.828 -4.887 0.00
H 8.180 0.151 -6.173 0.00
H 9.492 0.712 -7.003 0.00
H 7.353 2.020 -7.175 0.00
H 8.826 2.937 -6.819 0.00
H 6.632 3.191 -5.227 0.00
H 8.248 3.283 -4.557 0.00
C 2.312 -4.456 1.847 0.00
C 2.689 -5.256 0.778 0.00
C 2.304 -4.895 -0.497 0.00
C 1.571 -3.733 -0.690 0.00
N 1.241 -2.938 0.348 0.00
C 1.600 -3.307 1.590 0.00
C 1.046 -3.279 -1.976 0.00
C 1.217 -3.977 -3.167 0.00
C 0.651 -3.508 -4.333 0.00
C -0.106 -2.347 -4.278 0.00
C -0.240 -1.706 -3.068 0.00
N 0.325 -2.137 -1.928 -0.01
H 2.582 -4.711 2.863 0.00
H 3.273 -6.152 0.945 0.00
H 2.576 -5.511 -1.343 0.00
H 1.296 -2.643 2.390 0.00
H 1.793 -4.892 -3.163 0.00
H 0.774 -4.043 -5.265 0.00
H -0.599 -1.958 -5.159 0.00
H -0.837 -0.806 -2.988 0.00
C -2.246 6.182 -0.862 0.00
C -1.038 5.623 -1.257 0.00
C -0.642 4.392 -0.753 0.00
C -1.465 3.687 0.126 0.00
C -2.666 4.273 0.536 0.00
C -3.053 5.514 0.049 0.00
Si -1.165 1.957 0.738 0.00
C -1.039 1.907 2.593 0.00
C -0.854 3.097 3.300 0.00
C -0.875 3.101 4.688 0.00
C -1.063 1.914 5.385 0.00
C -1.249 0.724 4.693 0.00
C -1.245 0.724 3.307 0.00
H -2.558 7.141 -1.257 0.00
H -0.405 6.147 -1.965 0.00
H 0.326 3.988 -1.035 0.00
H -3.308 3.752 1.242 0.00
H -3.987 5.953 0.376 0.00
H -2.375 1.147 0.461 0.00
H -0.695 4.028 2.766 0.00
H -0.743 4.031 5.226 0.00
H -1.071 1.920 6.468 0.00
H -1.402 -0.202 5.235 0.00
H -1.409 -0.209 2.776 0.00
F 2.309 -0.569 4.270 0.00
C 2.803 0.465 3.581 0.00
F 4.083 0.615 3.872 0.00
F 2.138 1.564 3.897 0.00
S 2.608 0.107 1.786 0.00
O 1.136 -0.083 1.701 0.02
O 3.385 -1.075 1.562 0.00
N 3.254 1.354 1.123 0.00
S 2.688 2.748 0.646 0.00
O 2.812 2.913 -0.779 0.00
O 1.442 3.135 1.241 0.00
C 4.030 3.809 1.349 0.00
F 5.157 3.543 0.669 0.00
F 3.737 5.090 1.217 0.00
F 4.221 3.527 2.631 0.00
C -3.936 0.835 -3.240 0.00
C -4.194 -0.667 -3.191 0.00
N -5.284 -1.013 -2.293 0.00
C -6.654 -0.822 -2.799 0.00
C -7.365 0.424 -2.278 0.00
C -5.174 -1.408 -1.004 0.00
O -6.155 -1.526 -0.285 0.00
C -3.860 -1.900 -0.403 0.00
C -4.038 -3.028 0.398 0.00
C -2.971 -3.540 1.101 0.00
C -1.748 -2.915 0.999 0.01
N -1.540 -1.834 0.236 0.01
C -2.593 -1.335 -0.449 0.01
H -3.062 1.057 -3.854 0.00
H -3.752 1.236 -2.242 0.00
H -4.795 1.352 -3.670 0.00
H -3.298 -1.215 -2.895 0.00
H -4.468 -1.016 -4.187 0.00
H -7.233 -1.699 -2.512 0.00
H -6.589 -0.792 -3.886 0.00
H -7.513 0.352 -1.204 0.00
H -8.342 0.499 -2.758 0.00
H -6.804 1.334 -2.501 0.00
H -5.023 -3.464 0.472 0.00
H -3.084 -4.406 1.740 0.00
H -0.904 -3.287 1.558 0.00
H -2.399 -0.429 -1.012 0.00
```

Computed properties:
Net charge = +2
E = -132774.1081 eV
Spin multiplicity = 2
HOMO energy (alpha / beta) = -11.698 / -11.213 eV
F_max = 1.3 eV Å⁻¹

***

Entry 2:
C51H51N3O2Y | the ωB97M-V functional and the def2-TZVPD basis

Geometry as XYZ:
```
108
Properties=species:S:1:pos:R:3:lowdin_charge:R:1
Y 0.887 0.157 -0.126 1.54
O 1.252 0.110 1.917 -0.33
C 2.163 -0.368 2.851 -0.47
C 3.358 -0.892 2.011 -0.05
C 3.977 0.141 1.100 -0.22
C 5.174 0.740 1.456 0.00
C 5.783 1.603 0.562 -0.02
C 5.208 1.804 -0.676 -0.01
C 3.998 1.190 -0.985 -0.22
C 3.449 1.401 -2.381 -0.06
C 2.442 0.363 -2.910 -0.49
O 1.307 0.461 -2.117 -0.31
C 2.064 0.611 -4.368 -0.16
C 1.165 -0.277 -4.957 -0.02
C 0.743 -0.098 -6.261 -0.07
C 1.216 0.977 -7.005 -0.09
C 2.108 1.863 -6.432 -0.08
C 2.529 1.681 -5.118 -0.03
C 3.048 -1.044 -2.778 -0.15
C 2.581 -2.001 -1.885 -0.06
C 3.169 -3.255 -1.782 -0.07
C 4.255 -3.579 -2.578 -0.08
C 4.738 -2.639 -3.476 -0.06
C 4.137 -1.395 -3.573 -0.01
N 3.374 0.414 -0.080 0.09
C 2.667 0.746 3.762 -0.18
C 2.112 2.015 3.700 -0.02
C 2.601 3.041 4.499 -0.07
C 3.654 2.811 5.367 -0.08
C 4.215 1.542 5.440 -0.07
C 3.724 0.521 4.644 -0.06
C 1.504 -1.520 3.619 -0.13
C 1.219 -1.460 4.976 -0.01
C 0.549 -2.500 5.612 -0.07
C 0.153 -3.617 4.900 -0.09
C 0.425 -3.688 3.539 -0.08
C 1.088 -2.648 2.912 -0.05
H 3.014 -1.725 1.390 0.10
H 4.148 -1.297 2.647 0.13
H 5.620 0.518 2.415 0.12
H 6.718 2.086 0.815 0.12
H 5.691 2.425 -1.418 0.12
H 4.320 1.470 -3.037 0.12
H 2.954 2.376 -2.424 0.14
H 0.798 -1.117 -4.380 0.12
H 0.048 -0.799 -6.704 0.10
H 0.890 1.115 -8.028 0.10
H 2.485 2.702 -7.002 0.10
H 3.228 2.392 -4.697 0.10
H 1.720 -1.839 -1.226 0.05
H 2.778 -3.975 -1.074 0.10
H 4.717 -4.554 -2.503 0.11
H 5.582 -2.876 -4.111 0.11
H 4.509 -0.680 -4.299 0.13
H 1.284 2.191 3.026 0.10
H 2.152 4.024 4.441 0.10
H 4.036 3.611 5.987 0.10
H 5.033 1.347 6.121 0.11
H 4.160 -0.469 4.724 0.12
H 1.507 -0.591 5.552 0.11
H 0.338 -2.427 6.670 0.11
H -0.363 -4.428 5.397 0.10
H 0.122 -4.558 2.970 0.10
H 1.281 -2.725 1.847 0.09
C -6.132 -2.433 0.004 -0.06
C -4.908 -3.344 -0.082 -0.56
C -4.872 -4.244 1.163 -0.03
C -5.024 -4.211 -1.343 -0.03
C -3.608 -2.556 -0.145 -0.13
C -2.387 -3.220 -0.242 0.02
C -1.221 -2.489 -0.285 -0.09
N -1.188 -1.154 -0.244 0.03
C -2.351 -0.490 -0.159 -0.17
C -3.564 -1.167 -0.106 0.07
C -2.294 1.007 -0.137 -0.17
C -3.446 1.785 -0.174 0.07
C -3.366 3.172 -0.159 -0.13
C -2.090 3.732 -0.112 0.02
C -0.989 2.904 -0.084 -0.08
N -1.082 1.572 -0.092 0.01
C -4.596 4.069 -0.198 -0.56
C -4.519 4.956 -1.449 -0.03
C -5.896 3.267 -0.243 -0.06
C -4.602 4.951 1.059 -0.03
H -7.032 -3.046 0.038 0.09
H -6.217 -1.779 -0.866 0.09
H -6.123 -1.818 0.905 0.09
H -5.797 -4.818 1.226 0.09
H -4.775 -3.653 2.075 0.10
H -4.044 -4.951 1.126 0.08
H -5.956 -4.775 -1.314 0.09
H -4.206 -4.927 -1.422 0.08
H -5.026 -3.598 -2.246 0.10
H -2.333 -4.298 -0.283 0.12
H -0.262 -2.991 -0.357 0.11
H -4.481 -0.611 -0.024 0.10
H -4.412 1.313 -0.223 0.10
H -1.943 4.802 -0.102 0.12
H 0.013 3.320 -0.055 0.12
H -4.491 4.354 -2.359 0.10
H -3.637 5.596 -1.440 0.08
H -5.396 5.601 -1.495 0.09
H -5.961 2.642 -1.135 0.09
H -6.740 3.955 -0.266 0.09
H -6.016 2.633 0.638 0.09
H -3.722 5.592 1.110 0.08
H -4.635 4.346 1.967 0.10
H -5.480 5.596 1.049 0.09
```

Computed properties:
Net charge = +1
E = -63324.4515 eV
Energy above the lowest of the compared OMol25 structures with the same formula, charge and spin = 58.26 kJ/mol
HOMO energy = -10.757 eV
F_max = 0.4 eV Å⁻¹

***

Entry 3:
C51H52BrN7O2PS2SbSc | the ωB97M-V functional and the def2-TZVPD basis

Geometry as XYZ:
```
118
Properties=species:S:1:pos:R:3:lowdin_charge:R:1
Sc 0.189 -0.032 -0.191 0.91
C 1.789 -2.084 -5.403 0.00
N 0.970 -1.903 -4.198 -0.11
C -0.207 -2.550 -3.962 -0.01
C -0.635 -2.136 -2.738 -0.13
N 0.266 -1.234 -2.218 -0.01
C 1.235 -1.120 -3.130 -0.44
P 2.740 -0.107 -3.044 1.21
C 1.972 1.476 -2.600 -0.45
N 0.998 1.636 -1.715 -0.01
C 0.721 2.978 -1.684 -0.10
C 1.532 3.623 -2.570 -0.01
N 2.316 2.664 -3.149 -0.10
C 3.329 2.911 -4.179 0.01
C 3.243 -0.570 -1.364 -0.43
N 2.449 -0.546 -0.297 0.01
C 3.228 -0.917 0.764 -0.12
C 4.492 -1.172 0.337 -0.02
N 4.491 -0.947 -1.014 -0.09
C 5.663 -1.107 -1.875 0.01
H 1.186 -2.603 -6.142 0.10
H 2.670 -2.679 -5.177 0.10
H 2.084 -1.118 -5.805 0.09
H -0.638 -3.236 -4.670 0.14
H -1.534 -2.429 -2.232 0.04
H -0.037 3.396 -1.046 0.11
H 1.609 4.663 -2.838 0.14
H 3.421 3.984 -4.311 0.10
H 3.027 2.462 -5.122 0.10
H 4.290 2.510 -3.868 0.09
H 2.830 -0.979 1.756 0.08
H 5.376 -1.489 0.863 0.14
H 6.028 -2.129 -1.803 0.11
H 6.443 -0.417 -1.563 0.11
H 5.389 -0.899 -2.906 0.07
O 0.278 -1.261 1.630 -0.64
S 0.392 -2.548 2.472 1.07
C 0.749 -2.050 4.158 -0.29
C 1.741 -0.923 4.479 -0.19
C 1.080 0.392 4.895 -0.20
C 0.282 1.135 3.828 -0.27
S 0.981 2.168 2.480 1.14
O 0.476 1.424 1.231 -0.63
C 2.759 2.077 2.390 -0.37
C 3.274 2.308 1.117 -0.09
C 4.643 2.438 0.957 -0.06
C 5.491 2.349 2.052 -0.04
C 4.964 2.156 3.321 -0.04
C 3.592 2.038 3.502 -0.06
C 1.904 -3.315 1.935 -0.38
C 1.899 -3.700 0.597 -0.09
C 3.006 -4.341 0.071 -0.05
C 4.106 -4.608 0.879 -0.05
C 4.097 -4.233 2.214 -0.04
C 2.995 -3.579 2.752 -0.06
H 1.053 -3.002 4.596 0.10
H -0.242 -1.853 4.576 0.10
H 2.461 -0.766 3.676 0.09
H 2.330 -1.263 5.333 0.13
H 1.809 1.037 5.375 0.10
H 0.355 0.176 5.685 0.13
H -0.409 1.835 4.299 0.10
H -0.302 0.439 3.223 0.05
H 2.614 2.392 0.264 0.09
H 5.048 2.633 -0.028 0.11
H 6.559 2.463 1.926 0.12
H 5.616 2.123 4.182 0.12
H 3.207 1.959 4.504 0.10
H 1.033 -3.506 -0.027 0.11
H 3.002 -4.658 -0.964 0.12
H 4.963 -5.127 0.472 0.12
H 4.946 -4.454 2.847 0.12
H 3.016 -3.293 3.794 0.11
Br -5.197 4.002 -2.078 0.88
C -3.749 2.953 -1.562 -0.68
C -3.234 3.049 -0.280 -0.07
C -2.176 2.229 0.064 -0.14
N -1.624 1.350 -0.781 -0.08
C -2.117 1.290 -2.027 -0.16
C -3.173 2.061 -2.461 -0.07
H -3.653 3.730 0.446 0.12
H -1.762 2.272 1.060 0.10
H -1.642 0.587 -2.701 0.10
H -3.542 1.969 -3.472 0.12
C -5.978 -3.084 -3.066 -0.05
C -5.877 -3.703 -1.828 -0.05
C -4.908 -3.300 -0.917 -0.10
C -4.033 -2.269 -1.249 -0.39
C -4.137 -1.653 -2.498 -0.15
C -5.108 -2.057 -3.403 -0.07
Sb -2.611 -1.564 0.156 1.57
C -3.812 -0.212 1.255 -0.38
C -3.328 0.331 2.445 -0.16
C -4.068 1.277 3.141 -0.07
C -5.295 1.697 2.640 -0.06
C -5.782 1.159 1.458 -0.05
C -5.047 0.202 0.767 -0.10
C -2.536 -3.220 1.467 -0.43
C -2.938 -3.140 2.796 -0.13
C -2.738 -4.222 3.648 -0.07
C -2.144 -5.383 3.175 -0.06
C -1.762 -5.477 1.842 -0.07
C -1.952 -4.395 0.993 -0.16
H -6.737 -3.403 -3.768 0.12
H -6.558 -4.501 -1.565 0.12
H -4.851 -3.791 0.047 0.10
H -3.468 -0.847 -2.773 0.07
H -5.189 -1.571 -4.367 0.11
H -2.369 0.006 2.841 0.08
H -3.701 1.679 4.077 0.11
H -5.877 2.430 3.182 0.12
H -6.746 1.474 1.078 0.12
H -5.447 -0.219 -0.149 0.10
H -3.421 -2.247 3.174 0.09
H -3.068 -4.165 4.678 0.12
H -2.002 -6.227 3.838 0.12
H -1.326 -6.393 1.466 0.12
H -1.658 -4.485 -0.049 0.10
```

Computed properties:
Net charge = +3
E = -196478.7242 eV
HOMO energy = -14.850 eV
F_max = 0.5 eV Å⁻¹

***

Entry 4:
C51H53N3O5P2S2SiTeTi | the ωB97M-V functional and the def2-TZVPD basis

Geometry as XYZ:
```
119
Properties=species:S:1:pos:R:3:lowdin_spin:R:1
Ti -0.704 1.274 0.992 1.32
S 0.138 2.552 2.967 0.02
C -0.008 4.215 2.473 0.01
C 0.685 5.182 3.188 0.00
C 0.682 6.529 2.817 0.01
C 1.449 7.452 3.531 0.00
N 2.098 8.201 4.127 0.00
C -0.083 6.928 1.686 0.01
C -0.829 5.966 1.005 0.00
C -0.804 4.624 1.362 0.01
S -1.716 3.498 0.413 0.03
C -0.069 8.241 1.211 0.00
N -0.068 9.313 0.782 0.00
H 1.262 4.873 4.049 0.00
H -1.412 6.264 0.145 0.00
Te -1.011 -1.407 -3.663 0.00
C -0.706 -0.133 -5.345 0.00
C -0.218 -0.601 -6.563 0.00
C 0.020 0.299 -7.586 0.00
N -0.201 1.603 -7.494 0.00
C -0.689 2.046 -6.341 0.00
C -0.956 1.235 -5.256 0.00
C -0.642 0.238 -2.314 0.01
P 0.768 -0.268 -1.299 0.01
C 2.167 0.001 -2.500 0.00
C 2.075 0.730 -3.679 0.00
C 3.184 0.905 -4.486 0.00
C 4.405 0.364 -4.118 0.00
C 4.512 -0.354 -2.938 0.00
C 3.398 -0.541 -2.143 0.00
C 1.117 1.369 -0.521 0.02
C 0.784 2.589 -1.124 0.01
C 1.360 3.769 -0.687 0.02
C 2.251 3.763 0.380 0.01
C 2.551 2.571 1.018 0.02
C 1.992 1.380 0.572 0.01
P -1.914 0.523 -1.105 0.02
C -2.850 -0.916 -0.455 0.01
C -4.040 -0.608 0.206 0.00
C -4.859 -1.616 0.670 0.00
C -4.495 -2.943 0.483 0.00
C -3.304 -3.251 -0.149 0.00
C -2.471 -2.240 -0.597 0.00
C -3.212 1.121 -2.251 0.00
C -3.191 2.461 -2.627 0.00
C -4.011 2.916 -3.644 0.00
C -4.856 2.035 -4.301 0.00
C -4.895 0.705 -3.920 0.00
C -4.079 0.247 -2.901 0.00
H -0.013 -1.653 -6.704 0.00
H 0.418 -0.032 -8.542 0.00
H -0.875 3.113 -6.294 0.00
H -1.337 1.651 -4.334 0.00
H 1.132 1.177 -3.955 0.00
H 3.098 1.468 -5.406 0.00
H 5.277 0.521 -4.738 0.00
H 5.466 -0.773 -2.644 0.00
H 3.474 -1.100 -1.218 0.00
H 0.110 2.603 -1.978 0.00
H 1.108 4.703 -1.170 0.00
H 2.690 4.691 0.719 0.00
H 3.222 2.572 1.868 0.00
H 2.271 0.428 1.012 0.00
H -4.314 0.436 0.326 0.00
H -5.785 -1.370 1.170 0.00
H -5.141 -3.734 0.838 0.00
H -3.019 -4.282 -0.301 0.00
H -1.515 -2.474 -1.044 0.00
H -2.536 3.142 -2.097 0.00
H -3.992 3.960 -3.930 0.00
H -5.480 2.386 -5.114 0.00
H -5.564 0.018 -4.423 0.00
H -4.133 -0.791 -2.601 0.00
O -3.226 1.593 2.720 0.16
C -2.332 1.272 2.035 0.23
C -2.294 -2.134 3.154 0.00
C -1.122 -2.676 3.966 0.00
C -1.230 -2.218 5.428 0.00
C -1.103 -4.210 3.900 0.00
O 0.102 -2.197 3.477 0.00
Si 0.557 -1.842 1.924 0.01
O -0.125 -0.565 1.304 0.04
O 2.202 -1.710 2.057 0.00
C 3.029 -1.393 3.156 0.00
C 2.407 -0.324 4.056 0.00
C 3.270 -2.665 3.982 0.00
C 4.364 -0.891 2.581 0.00
O 0.198 -3.152 0.983 0.00
C 0.958 -4.152 0.351 0.00
C 1.740 -4.964 1.389 0.00
C 1.933 -3.533 -0.651 0.00
C -0.024 -5.079 -0.383 0.00
H -3.233 -2.575 3.484 0.00
H -2.134 -2.366 2.105 0.00
H -2.341 -1.049 3.246 0.00
H -2.167 -2.556 5.866 0.00
H -1.186 -1.132 5.465 0.00
H -0.396 -2.615 6.004 0.00
H -2.002 -4.627 4.348 0.00
H -0.228 -4.587 4.428 0.00
H -1.040 -4.513 2.859 0.00
H 1.479 -0.708 4.468 0.00
H 2.169 0.574 3.489 0.00
H 3.091 -0.071 4.864 0.00
H 2.306 -3.068 4.273 0.00
H 3.854 -2.439 4.871 0.00
H 3.805 -3.406 3.390 0.00
H 4.231 0.083 2.120 0.00
H 4.722 -1.581 1.820 0.00
H 5.110 -0.807 3.370 0.00
H 2.344 -4.274 1.965 0.00
H 2.383 -5.696 0.903 0.00
H 1.057 -5.479 2.060 0.00
H 2.644 -2.919 -0.106 0.00
H 1.393 -2.891 -1.344 0.00
H 2.458 -4.304 -1.212 0.00
H -0.804 -5.406 0.301 0.00
H 0.500 -5.952 -0.768 0.00
H -0.490 -4.554 -1.212 0.00
```

Computed properties:
Net charge = -2
E = -146998.4730 eV
Spin multiplicity = 3
Energy above the lowest of the compared OMol25 structures with the same formula, charge and spin = 53.30 kJ/mol
HOMO energy (alpha / beta) = -1.318 / -2.419 eV
F_max = 3.8 eV Å⁻¹